# 1
This record from the OMol25 dataset describes a structure of composition C3H3AgO3. The level of theory is ωB97M-V/def2-TZVPD.

## Properties
LUMO (alpha / beta) in eV: -5.58 / -5.63
E_HOMO (alpha / beta) in eV: -13.81 / -14.72
Total charge: +1
Expectation value of S²: 0.758
2S+1: 2
Energy above the lowest of the compared OMol25 structures with the same formula, charge and spin in kcal/mol: 0.00

Geometry as XYZ:
```
10
C3H3AgO3 ωB97M-V/def2-TZVPD
O 1.63009 -1.34302 -0.21454
C 1.88817 -0.94675 -1.36068
C 1.33616 0.25828 -1.89508
C -2.18568 1.51117 0.74316
O -2.84222 2.43446 0.53116
O -1.29649 0.74413 0.80184
Ag 0.20617 -1.17067 1.74222
H 1.16491 0.33630 -2.96906
H 2.72109 -1.41647 -1.91155
H 1.33987 1.14928 -1.26396
```

Here are the Löwdin charges for atoms 1 to 5, given in e:
1 O -0.0746
2 C -0.2871
3 C 0.1484
4 C -0.3629
5 O 0.2742



# 2
This record from the OMol25 dataset describes a structure of composition C14H5Cl6F3NO2PbS. The level of theory is ωB97M-V/def2-TZVPD.

## Properties
LUMO (alpha / beta) in eV: -7.52 / -6.11
E_HOMO (alpha / beta) in eV: -12.38 / -12.27
Total charge: +1
2S+1: 1
Energy above the lowest of the compared OMol25 structures with the same formula, charge and spin in kcal/mol: 6.14

Geometry as XYZ:
```
33
C14H5Cl6F3NO2PbS ωB97M-V/def2-TZVPD
Pb -0.69320 -0.57824 -2.14937
F 3.56390 4.24647 0.72108
C 2.69041 3.88178 -0.22729
F 3.09984 4.40867 -1.38569
F 1.51599 4.42638 0.09209
C 2.64204 2.36561 -0.32515
C 3.74946 1.65389 0.11984
C 3.73183 0.27740 0.04444
C 2.59946 -0.36700 -0.46231
N 1.54862 0.29502 -0.90810
C 1.55658 1.65773 -0.87433
S 0.21441 2.43139 -1.58750
H 4.60050 2.17803 0.53040
H 4.57361 -0.31355 0.37721
H 2.53850 -1.44649 -0.51691
Cl -3.89716 0.28067 -2.35941
C -3.48990 0.19900 -0.67827
C -2.20193 -0.06913 -0.32208
C -1.95490 -0.20257 1.06539
Cl -0.41933 -0.73029 1.53783
C -2.93439 0.03610 2.07501
Cl -2.53831 -0.10170 3.72107
C -4.20887 0.35199 1.67891
Cl -5.43271 0.63893 2.81737
C -4.51308 0.42289 0.27858
Cl -6.07265 0.79977 -0.20084
Cl 1.01359 -4.23900 1.22552
C -0.07723 -4.39661 -0.17380
C -0.10740 -3.10456 -0.95809
O 0.92905 -2.51283 -1.29572
O -1.26130 -2.62793 -1.26335
H -1.06261 -4.65412 0.19687
H 0.29718 -5.20768 -0.79343
```

Here are the Löwdin charges for atoms 1 to 5, given in e:
1 Pb 1.3463
2 F 0.1513
3 C -0.6193
4 F 0.1661
5 F 0.1238



# 3
This record from the OMol25 dataset describes a structure of composition C2H4CaLiO2. The level of theory is ωB97M-V/def2-TZVPD.

## Properties
LUMO in eV: 3.00
E_HOMO in eV: -1.69
Total charge: -1
2S+1: 1
Energy above the lowest of the compared OMol25 structures with the same formula, charge and spin in kcal/mol: 2.56

Geometry as XYZ:
```
10
C2H4CaLiO2 ωB97M-V/def2-TZVPD
O -0.53559 2.79345 0.59792
H -0.82672 3.23643 -0.19670
C -0.63493 -0.90008 -1.06303
C -0.05094 -1.23439 0.10709
O 0.79476 -0.48983 0.80933
H -0.32812 -0.01376 -1.62755
H -1.36148 -1.57606 -1.51461
H -0.20822 -2.25078 0.50348
Ca 2.92232 -0.87658 1.24649
Li 0.22892 1.31158 1.13757
```

Here are the Löwdin charges for atoms 1 to 5, given in e:
1 O -0.6244
2 H -0.1544
3 C -0.0440
4 C -0.4810
5 O -0.6675



# 4
This record from the OMol25 dataset describes a structure of composition C8H27BrN9O5Y. The level of theory is ωB97M-V/def2-TZVPD.

## Properties
LUMO in eV: -11.45
E_HOMO in eV: -13.25
Total charge: +2
2S+1: 1

Geometry as XYZ:
```
51
C8H27BrN9O5Y ωB97M-V/def2-TZVPD
Y 3.66409 2.71612 -1.49758
Br 1.56577 0.95050 -0.97934
C 4.38647 -2.64656 -1.37780
O 5.21537 -1.73977 -1.24086
N 3.05580 -2.37251 -1.31607
N 4.68905 -3.93346 -1.64631
H 2.40197 -3.13235 -1.31381
H 2.81686 -1.41485 -1.20679
H 3.97755 -4.62407 -1.79250
H 5.64526 -4.23945 -1.67899
C 1.14938 -0.83835 -5.26949
O 2.35057 -1.00794 -5.31207
N 0.29208 -0.92558 -6.31800
N 0.51058 -0.35828 -4.12200
H -0.59678 -0.48453 -6.44209
H 0.68180 -1.38899 -7.12527
H -0.34448 0.16501 -4.14717
H 1.13462 -0.08450 -3.38264
C -2.96480 1.52693 -0.85758
O -2.97488 1.81413 0.33735
N -1.82040 1.11570 -1.48782
N -4.03509 1.66857 -1.66689
H -0.99003 0.88170 -0.97662
H -1.95103 0.72192 -2.40301
H -4.90566 1.93095 -1.23610
H -3.94622 1.76365 -2.66105
C -0.67193 3.74823 2.23260
O -1.76276 4.20631 2.51447
N -0.50780 2.76997 1.27819
N 0.46427 4.21421 2.82621
H 0.41088 2.42177 1.09543
H -1.42238 2.41772 0.95953
H 0.30509 4.89883 3.54700
H 1.40197 4.02656 2.53395
C 0.59401 -1.68402 1.79365
C -0.50706 -1.43722 2.87060
C -1.65821 -0.50764 2.33979
O -2.59884 -0.13276 3.28058
C -2.12195 0.81915 4.22086
N -0.95677 -2.69653 3.42544
H 0.05033 -2.24165 1.02192
H 1.33112 -2.35094 2.22965
H 0.97293 -0.75909 1.36805
H 0.04293 -0.97258 3.69544
H -2.16201 -0.86325 1.43845
H -1.12166 0.37848 1.95941
H -1.54123 1.62131 3.76108
H -1.51714 0.37188 5.01636
H -2.98669 1.26532 4.70615
H -1.58570 -3.07919 2.72137
H -1.45926 -2.49886 4.28432
```

Here are the Löwdin charges for atoms 1 to 5, given in e:
1 Y 1.6979
2 Br 0.1598
3 C -0.6709
4 O -0.0142
5 N 0.1539